35
Properties=species:S:1:pos:R:3:forces:R:3:mulliken_spin:R:1 method="wB97M-V/def2-TZVPD" total_energy_ha=-3440.44533 charge=+2 molar_mass_g_mol=434.16 homo_energy_ev="-15.3 / -15.3" max_force_ha_per_bohr=0.196 gap_ev="3.357 / 4.613" spin_multiplicity=9
Cr 2.74186 -0.19844 -3.05758 -2.12 -1.72 1.85 4.086
Cr 2.73055 -1.38956 0.45984 -2.82 -0.31 -2.68 4.116
O -1.08699 0.12914 -0.89328 0.12 0.81 -0.96 -0.004
C 0.15082 -0.10070 -1.05880 3.14 -1.23 -0.40 -0.005
O 0.86667 0.30910 -2.01175 1.00 1.23 -2.64 -0.036
O 0.76463 -0.84910 -0.22947 1.77 -1.29 3.13 -0.073
H -1.29303 -0.33581 -0.07905 -1.30 -0.68 1.03 -0.005
O 2.38606 -4.33192 -2.42153 0.00 1.88 1.10 0.001
C 3.16289 -3.23308 -2.33779 5.72 -5.43 -4.27 0.011
O 4.31601 -3.21884 -2.81835 -1.28 -0.76 -0.08 -0.039
O 2.80081 -2.19552 -1.81613 -4.44 7.89 4.40 -0.049
H 3.01355 -5.01125 -2.67913 0.10 -0.68 -0.44 -0.001
C -1.19783 -0.22023 2.80260 1.16 -0.95 1.08 0.001
C -1.24449 -1.69411 2.49007 -0.93 1.44 -0.91 0.005
C -2.00709 -2.52972 3.50018 0.84 1.12 1.44 0.001
O -3.11398 -2.91784 2.83300 -2.34 -1.85 -1.09 0.000
C -3.10787 -2.63208 1.55219 -1.74 -1.21 -2.58 0.000
O -3.88584 -3.11249 0.74728 2.44 2.02 1.60 0.000
O -2.05564 -1.71027 1.33111 -1.13 -2.01 -1.40 -0.003
H -2.15981 0.15909 3.14730 0.17 -0.21 0.27 0.000
H -0.88639 0.41713 1.97503 0.40 -0.17 0.07 0.000
H -0.44610 -0.35449 3.58040 0.12 1.79 0.62 0.000
H -0.28151 -2.16834 2.30068 0.28 0.23 -0.31 -0.008
H -2.46146 -1.92040 4.28145 1.09 -0.04 0.78 0.000
H -1.42879 -3.39430 3.82601 -0.15 0.12 0.39 0.000
C 0.27165 3.60564 -0.80323 0.01 0.60 0.72 0.002
C -0.00772 3.71197 -2.26552 3.67 -0.23 1.06 0.000
O 0.91101 4.77569 -2.63563 -1.58 -1.19 -1.74 0.000
C 0.91408 5.64699 -1.62783 5.02 3.32 1.85 0.000
O 1.49769 6.74805 -1.61853 -3.23 -3.98 -0.36 0.000
O 0.67514 4.93527 -0.47920 -0.80 0.11 0.51 0.000
F -1.21160 4.11817 -2.40042 -3.31 0.70 -1.37 0.000
H 1.05145 2.87223 -0.59801 0.39 0.16 0.17 0.001
H -0.63234 3.32696 -0.26173 0.03 0.15 0.10 0.000
H 0.25349 2.76320 -2.73424 -0.31 0.38 -0.94 -0.001

***

28
Properties=species:S:1:pos:R:3:forces:R:3:lowdin_charge:R:1 method="wB97M-V/def2-TZVPD" total_energy_ha=-2798.67730 charge=-2 molar_mass_g_mol=306.81 homo_energy_ev=0.8 max_force_ha_per_bohr=0.078 gap_ev=4.651
Cu -1.21863 -0.82634 0.72179 2.56 -1.40 -0.04 0.245
C -0.28447 -2.59857 0.57333 -0.33 -1.15 0.06 -0.268
C 0.78830 -2.73105 -0.32573 0.15 -0.52 -0.93 -0.224
C 1.88770 -2.06810 0.21008 0.69 -0.09 -0.14 -0.241
C 1.53007 -1.54457 1.44667 0.83 0.25 0.52 -0.207
C 0.18694 -1.86370 1.68993 0.17 -0.51 1.12 -0.282
H -1.16609 -3.23000 0.57103 -0.07 0.02 -0.08 0.086
H 0.75962 -3.26983 -1.26928 -0.01 0.06 0.05 0.060
H 2.86172 -1.96733 -0.26276 -0.05 0.05 -0.01 0.064
H 2.18013 -0.97770 2.10324 -0.06 0.07 -0.01 0.061
H -0.29910 -1.79261 2.65321 -0.04 -0.02 0.16 0.088
C 1.35462 0.29798 -2.06407 -0.11 0.05 0.08 -0.020
C 0.77139 1.23018 -1.06764 0.14 0.27 -0.23 -0.376
N 0.20309 0.90352 0.05779 0.13 -0.25 -0.35 0.124
C -0.19504 2.05548 0.65887 0.47 0.66 -0.02 -0.156
C 0.16123 3.12037 -0.11038 0.14 0.18 0.38 -0.121
N 0.79118 2.58911 -1.21697 0.01 -0.14 -0.13 0.068
H 1.08331 -0.70868 -1.74678 0.08 -0.02 -0.12 0.051
H 2.44375 0.38849 -2.08783 0.05 -0.10 -0.02 0.068
H 0.96388 0.50259 -3.06205 -0.04 -0.03 -0.11 0.066
H -0.74895 1.99943 1.57247 -0.09 0.20 0.16 0.089
H 0.00411 4.17562 -0.00138 -0.10 0.13 0.00 0.084
H 1.12023 3.09919 -2.01972 -0.07 -0.15 0.14 0.131
O -2.60488 -0.32543 -0.45791 -0.91 0.30 -0.85 -0.400
S -3.04017 0.65515 0.59204 -3.46 2.03 -0.22 0.254
O -4.47831 0.47207 0.86414 0.21 -0.22 0.06 -0.427
O -2.25974 0.38065 1.84869 -0.39 0.58 0.53 -0.414
O -2.79588 2.03407 0.12921 0.13 -0.24 0.01 -0.403

***

66
Properties=species:S:1:pos:R:3:forces:R:3:lowdin_charge:R:1 method="wB97M-V/def2-TZVPD" total_energy_ha=-6164.73742 charge=-3 molar_mass_g_mol=1168.02 homo_energy_ev=-2.2 max_force_ha_per_bohr=0.057 gap_ev=8.372
Hf -7.68778 8.37112 -24.78114 -0.05 0.01 -0.93 2.004
C -7.56295 11.20735 -21.09173 -0.25 -0.68 -0.65 -0.645
F -7.23768 11.49251 -19.82777 0.21 0.32 0.17 0.117
F -8.63543 10.41019 -21.05400 -0.17 0.12 0.21 0.121
F -7.91801 12.33698 -21.71639 0.06 0.12 0.24 0.121
S -6.20159 10.34356 -22.01227 0.24 -0.93 0.21 0.521
O -7.02642 9.56704 -22.96009 0.02 0.15 -0.59 -0.436
O -5.41239 11.39108 -22.58046 -0.01 0.36 -0.26 -0.279
O -5.53704 9.50658 -21.05482 -0.29 0.22 0.24 -0.271
C -6.97074 12.16934 -27.38104 0.10 -1.25 -0.49 -0.627
F -6.90328 13.49637 -27.36196 0.00 0.33 -0.21 0.120
F -8.24360 11.80190 -27.30886 0.17 0.40 -0.07 0.114
F -6.49911 11.73569 -28.59260 -0.26 0.51 0.27 0.070
S -5.94870 11.40005 -26.03058 -0.11 -0.41 0.30 0.517
O -5.54900 12.53468 -25.26349 -0.08 0.43 0.28 -0.281
O -6.94328 10.52171 -25.39217 0.13 -0.02 0.00 -0.413
O -4.87545 10.70499 -26.69743 0.00 -0.12 -0.32 -0.308
C -6.82552 4.15606 -26.82449 -0.33 0.28 0.44 -0.660
F -7.24412 2.94632 -27.21042 -0.12 -0.33 -0.31 0.113
F -5.67810 3.98524 -26.17464 0.19 0.10 -0.12 0.134
F -6.60749 4.88356 -27.92772 0.28 -0.08 -0.06 0.112
S -8.10784 4.92869 -25.74579 -0.59 0.39 -0.29 0.531
O -9.19785 5.23810 -26.64916 0.03 -0.15 -0.32 -0.301
O -8.36634 3.91893 -24.77888 0.28 -0.14 0.18 -0.243
O -7.41084 6.14831 -25.29908 -0.11 0.16 0.11 -0.398
C -10.84900 7.05897 -21.56600 0.67 0.10 -0.07 -0.647
F -10.87542 7.96468 -20.58446 -0.10 0.08 0.20 0.117
F -11.61482 6.02183 -21.18588 -0.18 0.17 0.01 0.104
F -11.39969 7.62775 -22.63857 -0.45 -0.03 -0.30 0.119
S -9.12300 6.47069 -21.92862 0.33 -1.59 1.12 0.501
O -8.44149 6.57859 -20.67449 0.04 0.81 0.33 -0.267
O -9.33716 5.10817 -22.32372 -0.38 0.34 -0.84 -0.276
O -8.66801 7.40611 -22.95166 -0.18 0.66 -1.01 -0.405
C -3.95742 5.59399 -23.84015 -0.10 -0.71 0.28 -0.608
F -4.04686 6.04535 -25.09556 -0.07 0.08 -0.22 0.102
F -3.94017 4.23519 -23.91225 0.14 0.57 -0.02 0.082
F -2.74648 5.97040 -23.39085 0.10 -0.03 -0.09 0.091
S -5.31305 6.15414 -22.64731 -0.78 0.21 -0.09 0.491
O -4.51146 6.64914 -21.57857 0.46 0.16 0.51 -0.277
O -6.09105 7.18982 -23.32979 0.83 0.35 -0.59 -0.412
O -6.06843 4.96430 -22.42750 -0.01 -0.58 -0.01 -0.266
C -11.29818 11.45509 -23.21249 0.63 -0.03 -0.22 -0.673
F -11.40245 10.63303 -22.18882 -0.37 -0.43 0.47 0.146
F -12.52082 11.91501 -23.53935 -0.07 -0.10 0.03 0.108
F -10.57711 12.50203 -22.81674 0.12 0.23 -0.05 0.131
S -10.54898 10.62500 -24.68565 -0.01 0.05 -0.54 0.525
O -9.35265 9.92863 -24.20542 0.18 -0.25 0.23 -0.377
O -11.59826 9.72128 -25.10890 -0.24 -0.22 0.13 -0.304
O -10.27953 11.73035 -25.54737 -0.12 0.38 -0.21 -0.265
C -9.49948 9.39146 -28.55634 -0.63 1.33 -0.63 -0.063
C -8.66611 8.23381 -28.08049 -0.34 -1.28 -0.49 -0.597
C -7.76212 7.72471 -29.20758 -0.95 -0.13 -0.68 -0.052
O -7.89346 8.47925 -26.98319 0.81 0.55 2.77 -0.313
H -8.90978 10.21192 -28.97919 0.32 -0.09 0.35 0.063
H -10.12772 9.83222 -27.77761 0.16 -0.14 0.14 0.069
H -10.17412 9.15716 -29.39669 0.08 -0.56 0.27 0.073
H -9.37983 7.39796 -27.90129 0.15 0.12 0.03 0.107
H -7.26247 6.82090 -28.87103 0.51 0.34 -0.01 0.052
H -7.14183 8.54092 -29.58398 0.49 -0.20 0.34 0.075
H -8.36888 7.41301 -30.07770 -0.06 0.07 0.21 0.070
O -5.49240 8.24973 -25.62065 -0.40 -0.28 0.14 -0.103
H -4.70308 8.25366 -25.07318 -0.14 -0.02 0.24 0.083
H -5.21185 8.18780 -26.53866 -0.42 0.37 -0.11 0.089
O -9.85328 7.62118 -25.37483 -0.04 -0.19 0.23 -0.120
H -10.03499 7.10505 -26.17364 0.39 -0.15 0.14 0.049
H -10.69221 7.99992 -25.05971 0.28 0.25 0.01 0.047

***

22
Properties=species:S:1:pos:R:3:forces:R:3:lowdin_charge:R:1 method="wB97M-V/def2-TZVPD" total_energy_ha=-524.52174 charge=0 de_lowest_ev=2.705 molar_mass_g_mol=154.18 homo_energy_ev=-8.2 max_force_ha_per_bohr=0.097 gap_ev=9.055
C 2.17949 -2.04043 0.84167 0.51 2.15 0.81 -0.075
C 1.79979 -0.88050 1.58120 1.12 -2.90 -2.63 -0.060
C 1.47230 -2.38358 -0.31338 -0.90 -1.16 1.15 -0.083
C 0.79911 -0.11978 1.07189 0.72 1.07 2.08 -0.077
C 0.28978 -1.70384 -0.63141 0.94 0.82 0.59 -0.008
C 0.03239 -0.45369 0.03122 -1.81 -3.45 -1.98 -0.214
C 0.46792 1.25356 -1.83441 -1.87 -1.36 2.87 0.095
C -2.79195 1.53003 0.48826 1.30 -0.94 3.21 -0.041
C -0.95431 0.45189 -0.55066 2.69 2.37 -3.45 -0.389
O -1.39432 1.48513 0.19191 -0.81 0.28 0.55 -0.052
F -1.90969 -0.10110 -1.34156 0.00 -0.25 0.49 0.073
H 3.17028 -2.38673 1.13754 -0.45 -0.85 -0.36 0.098
H 2.47164 -0.53335 2.31392 0.31 0.39 1.06 0.091
H 1.68926 -3.36290 -0.76144 0.03 0.68 -0.26 0.106
H 0.75608 0.79656 1.57327 -0.93 1.60 0.33 0.112
H -0.32262 -2.09330 -1.43559 -0.09 0.35 0.04 0.113
H 0.34541 0.98412 -2.84072 -0.78 -0.28 -1.41 0.012
H 1.20472 0.58769 -1.41599 0.79 0.74 -0.10 0.018
H 0.55390 2.31735 -1.66937 0.09 0.07 0.26 0.037
H -2.99262 2.18374 1.34194 0.94 -0.29 0.54 0.099
H -3.21720 0.56777 0.73760 0.01 -0.31 -0.20 0.102
H -3.34770 2.04168 -0.16621 -1.82 1.29 -3.61 0.044